{"formula": "C26H51Cl3FeN2O3PSi", "method": "ωB97M-V/def2-TZVPD", "total_charge": -1, "orbital_gap_ev": [5.85, 5.85], "total_energy_ha": -4631.7556, "e_above_lowest_ev": 3.697, "molar_mass_g_mol": 661.0, "spin_multiplicity": 5, "elements": ["C", "C", "H", "H", "H", "C", "C", "H", "H", "H", "H", "Fe", "Cl", "Cl", "H", "H", "C", "C", "N", "H", "C", "O", "H", "H", "H", "H", "H", "H", "C", "C", "N", "H", "C", "O", "H", "H", "H", "H", "O", "C", "C", "C", "H", "C", "H", "C", "H", "C", "C", "H", "H", "H", "Si", "Cl", "C", "C", "C", "H", "H", "H", "H", "H", "H", "H", "H", "H", "C", "C", "P", "C", "C", "C", "C", "H", "H", "H", "H", "H", "H", "H", "H", "H", "H", "H", "H", "H", "H", "H"], "xyz": [[-1.813636, 5.125671, 2.697150], [-2.536228, 3.843604, 2.823849], [-2.395265, 5.966546, 3.087699], [-1.643401, 5.313040, 1.632640], [-0.801011, 5.111179, 3.119550], [-3.703628, 3.609846, 3.442014], [-4.766138, 4.541351, 3.963583], [-3.997170, 2.583022, 3.611799], [-5.213191, 5.178397, 3.177657], [-4.496286, 5.203880, 4.808615], [-5.609307, 3.932307, 4.347000], [1.920133, -0.190806, -0.547622], [3.994835, -0.533524, 0.207624], [0.263939, 0.616577, -2.403331], [3.049596, -2.857106, -5.240905], [5.894525, -1.415180, -3.766300], [3.185620, -1.776666, -5.356904], [5.170209, -0.730861, -4.232029], [3.778313, -1.184033, -4.167580], [2.212267, -1.324599, -5.524177], [3.338816, -1.633364, -2.976460], [2.350932, -2.366184, -2.792601], [5.269195, 0.211044, -3.684972], [4.008387, -1.261207, -2.154590], [3.859372, -1.559323, -6.183317], [5.463200, -0.570640, -5.261609], [-2.579204, 2.350317, -1.336268], [-4.440474, 1.726319, 0.564640], [-3.116677, 1.552897, -1.876528], [-4.737970, 0.941879, -0.130894], [-3.628982, 0.556704, -0.960430], [-2.423195, 1.096427, -2.590259], [-3.007967, -0.651137, -0.830875], [-2.185695, -1.106562, -1.634591], [-5.091126, 0.076426, 0.431538], [-3.316784, -1.255752, 0.042552], [-3.932204, 2.022812, -2.439665], [-5.564799, 1.325894, -0.731979], [-2.153135, 2.596417, 0.735271], [-1.859431, 2.633612, 2.047654], [-2.675255, 0.244465, 2.484001], [-1.869891, 1.315569, 2.866941], [-3.196501, 0.366738, 1.545687], [-2.811640, -0.910145, 3.266901], [-0.812864, 2.917111, 2.034197], [-1.051988, 1.129637, 3.977304], [-3.475248, -1.719141, 2.931658], [-2.079874, -1.024745, 4.458957], [-1.186078, -0.004892, 4.785638], [-0.303295, 1.861509, 4.265084], [-2.165084, -1.919326, 5.082902], [-0.607510, -0.128636, 5.709800], [0.465942, 2.939793, -2.157054], [0.737459, 1.121734, 0.773430], [-0.631624, 3.496262, -3.491603], [2.267784, 2.754523, -2.608635], [0.389921, 4.317325, -0.897386], [-1.612734, 3.020102, -3.561569], [-0.134367, 3.358308, -4.459572], [-0.810903, 4.565742, -3.279836], [-0.615510, 4.559167, -0.513055], [0.761750, 5.212231, -1.476981], [1.083117, 4.223189, -0.048540], [2.847621, 1.988436, -2.053888], [2.746272, 3.721209, -2.393621], [2.380804, 2.515589, -3.678088], [-1.226979, -3.793361, -0.825486], [-0.815793, -3.242994, 0.523356], [0.720168, -2.274574, 0.437616], [0.786052, -1.695841, 2.171728], [1.438722, -2.731608, 3.037455], [2.011125, -3.487347, 0.112888], [1.707176, -4.821115, 0.749618], [-1.328385, -2.969631, -1.545083], [-2.213087, -4.242286, -0.686786], [-0.547576, -4.572277, -1.188375], [-1.575391, -2.594814, 0.977043], [-0.592299, -4.029991, 1.251722], [1.285727, -0.723378, 2.253654], [-0.243591, -1.518648, 2.488703], [2.458992, -2.951913, 2.716915], [1.489659, -2.425677, 4.080614], [0.886859, -3.672363, 3.040086], [2.098732, -3.553283, -0.978817], [2.963085, -3.071533, 0.453099], [0.734086, -5.229357, 0.474119], [2.426783, -5.578491, 0.438588], [1.764774, -4.841488, 1.838025]], "forces_ev_per_a": [[-0.27, 0.71, -0.74], [-0.62, -2.07, 0.19], [0.20, 0.01, 0.12], [-0.06, 0.06, -0.10], [-0.30, -0.18, 0.29], [0.30, 0.34, 0.08], [-0.69, 0.44, 0.43], [0.13, -0.34, -0.49], [0.34, -0.14, 0.21], [0.20, -0.19, -0.39], [0.38, 0.27, -0.16], [-1.29, -0.33, 0.22], [0.42, 0.01, -0.12], [-0.05, 1.13, 0.25], [0.06, 0.13, -0.02], [-0.32, -0.14, -0.21], [0.03, 0.15, 0.04], [0.05, 0.38, 0.69], [0.40, -0.72, -0.36], [-0.12, -0.06, -0.18], [-0.51, -0.59, 0.89], [1.47, 1.39, -0.48], [-0.01, 0.02, -0.16], [-0.66, -0.42, -0.25], [-0.25, -0.11, -0.17], [-0.06, 0.07, -0.12], [-0.24, -0.36, 0.23], [0.15, 0.14, 0.05], [0.40, 0.37, -0.39], [-0.09, 0.11, 0.44], [0.46, -0.84, -0.16], [-0.27, -0.16, 0.24], [0.31, 0.21, -1.37], [-0.85, 0.74, 0.93], [-0.04, 0.00, -0.02], [-0.24, 0.27, -0.10], [-0.11, -0.17, 0.07], [-0.02, -0.13, -0.21], [-1.60, -0.26, -0.11], [1.31, 0.78, 0.10], [-0.19, -0.11, 0.27], [-0.25, 0.14, -0.39], [-0.01, -0.05, 0.18], [0.24, 0.14, -0.06], [1.16, 0.13, 0.94], [-0.12, -0.32, 0.72], [0.26, 0.31, 0.19], [-0.21, -0.01, -0.53], [-0.01, -0.21, 0.18], [-0.17, 0.19, -0.14], [0.00, 0.33, -0.16], [-0.02, 0.23, -0.46], [0.99, -1.62, 0.58], [0.20, 0.90, -0.01], [-0.66, 0.50, -0.87], [0.74, 0.41, -0.15], [0.08, 0.50, 0.53], [0.20, -0.07, 0.18], [-0.13, 0.18, 0.08], [0.07, -0.32, -0.40], [0.32, -0.36, -0.13], [-0.34, -0.80, 0.20], [-0.33, -0.26, -0.21], [-0.56, 0.40, -0.11], [0.15, -0.15, -0.23], [-0.05, 0.11, 0.28], [-0.52, -0.11, -0.03], [0.37, 0.13, 0.07], [-0.09, 2.21, -0.66], [0.35, -0.08, 0.16], [0.20, -0.41, 1.01], [0.05, -0.61, 0.34], [0.62, -1.43, 0.06], [0.14, -0.48, 0.19], [-0.07, -0.17, -0.33], [-0.02, 0.18, 0.01], [0.11, -0.04, -0.27], [-0.39, 0.02, -0.01], [-0.02, -0.44, -0.13], [-0.03, 0.05, -0.09], [0.00, 0.07, 0.03], [0.03, 0.21, 0.17], [-0.07, 0.07, 0.04], [-0.14, -0.07, 0.30], [-0.08, -0.01, 0.04], [0.08, 0.11, -0.09], [0.19, -0.10, -0.21], [-0.05, 0.20, -0.23]], "lowdin_spin": [0.00, 0.00, 0.00, 0.00, 0.00, 0.00, 0.00, 0.00, 0.00, 0.00, 0.00, 3.64, 0.09, 0.02, 0.00, 0.00, 0.00, 0.00, 0.00, 0.00, 0.00, 0.01, 0.00, 0.00, 0.00, 0.00, 0.00, 0.00, 0.00, 0.00, 0.00, 0.00, 0.00, 0.00, 0.00, 0.00, 0.00, 0.00, 0.00, 0.00, 0.00, 0.00, 0.00, 0.00, 0.00, 0.00, 0.00, 0.00, 0.00, 0.00, 0.00, 0.00, 0.00, 0.15, 0.00, 0.00, 0.00, 0.00, 0.00, 0.00, 0.00, 0.00, 0.00, 0.00, 0.00, 0.00, 0.00, 0.01, 0.04, 0.00, 0.00, 0.01, 0.00, 0.00, 0.00, 0.00, 0.00, 0.00, 0.00, 0.00, 0.00, 0.00, 0.00, 0.00, 0.00, 0.00, 0.00, 0.00]}